[1]
Formula: C20H60O24S
Source: OMol25
Level of theory: ωB97M-V with the def2-TZVPD basis set

## Properties
- relative energy (zero: lowest compared OMol25 entry of this formula, charge and spin) (kcal per mole) = 58.9
- molar mass (g mol⁻¹) = 716.74
- total charge = -2
- HOMO-LUMO gap (eV) = 8.052
- maximum force (eV Å⁻¹) = 11.132

The geometry in XYZ format:
```
105
Properties=species:S:1:pos:R:3:forces:R:3
S 52.50900 37.54400 45.40900 -0.07 -1.34 -1.76
O 51.51100 36.53000 45.00200 -0.41 -0.47 -0.18
O 53.84700 36.96000 45.38800 0.78 -0.20 -0.64
O 52.43100 38.64500 44.48700 0.24 1.02 -1.33
O 52.21600 37.95200 46.73100 -0.76 1.43 3.63
C 47.67000 38.30400 46.74100 2.39 -0.33 2.04
C 49.12800 38.81900 46.49100 0.68 1.05 -1.33
O 49.78100 38.76700 47.71600 -9.92 1.85 3.19
O 46.97900 38.34800 45.62000 -2.06 1.14 -6.40
H 47.18100 38.97600 47.55800 0.79 -1.58 -1.15
H 47.59500 37.18000 46.79600 1.28 0.73 2.55
H 49.34200 39.86000 45.99600 -1.62 -1.14 1.07
H 49.74900 38.27500 45.70400 -1.21 -0.48 0.92
H 50.57300 38.62400 47.51900 10.75 -1.96 -2.13
H 47.56200 37.92200 44.90700 -1.36 0.64 1.24
C 57.32200 37.97600 46.78100 -1.04 -2.46 -2.51
C 57.48700 37.27700 48.09200 0.45 4.97 0.27
O 58.76700 36.84900 48.29700 1.35 -4.12 3.99
O 55.99500 38.46800 46.59000 3.12 3.28 2.46
H 57.57500 37.25300 45.92200 -0.56 0.43 1.14
H 58.00100 38.72400 46.53800 1.30 1.82 0.49
H 56.70600 36.66000 48.27100 -2.22 -2.81 0.10
H 57.42200 38.02700 48.88200 -1.09 0.77 0.04
H 58.60100 36.37800 49.26800 1.52 1.59 -3.81
H 55.55800 37.80200 46.19200 -2.89 -3.32 -2.17
C 53.73900 37.77400 51.19200 3.96 -7.09 2.04
C 53.73900 37.36300 49.70100 -1.08 6.13 1.44
O 52.39300 37.49800 49.35700 -1.39 -0.19 -2.25
O 55.03200 38.12900 51.91500 0.54 -0.66 -0.63
H 53.59300 36.71000 51.74200 -0.64 2.11 -1.08
H 52.91700 38.32800 51.46000 -1.24 2.12 0.58
H 54.15900 36.48300 49.46800 1.57 -3.33 -0.68
H 54.15800 38.20300 49.16000 1.38 -0.15 -0.26
H 52.38600 37.82200 48.37000 -0.21 -1.29 2.11
H 55.69100 37.35000 52.11400 -2.67 1.94 -1.09
C 50.12200 34.35600 42.95900 -1.17 4.33 -6.12
C 49.03400 35.46000 42.80600 3.11 0.64 3.45
O 48.93700 36.16800 44.03900 2.87 2.54 1.76
O 51.35900 35.05000 42.79800 -0.19 -0.99 0.90
H 49.78700 33.71900 42.13200 1.29 -0.53 -0.27
H 50.06100 33.85500 43.80600 -0.49 -2.15 4.17
H 48.13200 35.07500 42.78100 -4.63 -2.64 -0.48
H 49.02100 36.20300 42.06300 1.28 0.48 -1.78
H 49.87800 36.63900 44.29600 -3.08 -1.65 -1.03
H 51.37100 35.51700 43.67500 0.97 0.03 -0.95
C 52.04500 40.90200 48.95600 3.45 0.42 1.12
C 52.75600 42.13100 49.62100 2.23 1.67 -1.11
O 52.57800 42.14200 51.02500 1.88 -1.34 2.41
O 52.63400 40.62800 47.71100 0.60 2.12 1.01
H 51.16800 41.34400 48.85100 -4.73 1.22 -1.09
H 51.87000 40.09500 49.69000 0.80 -0.04 -0.48
H 52.45400 43.22200 49.13100 -0.08 -2.81 1.42
H 53.86600 42.22700 49.44100 -0.87 -0.84 -0.26
H 53.34400 41.59100 51.53800 -2.78 1.91 -2.39
H 52.53100 39.74800 47.44600 -0.40 -2.20 -0.73
C 55.22500 40.43400 43.14500 -0.24 2.50 1.74
C 54.82600 41.68500 43.98700 -0.68 -1.34 0.30
O 55.88300 42.48100 44.45500 0.53 2.66 -4.76
O 54.05900 39.87100 42.70300 -0.68 -0.64 -0.91
H 55.64200 39.73200 43.74200 2.08 -2.12 2.14
H 55.97600 40.70100 42.45400 0.48 0.55 -1.54
H 54.37300 41.51700 45.00600 -1.11 -1.02 -1.78
H 54.14500 42.06900 43.21700 -0.07 1.37 0.88
H 55.99800 42.11800 45.25900 1.26 -1.38 4.28
H 53.94300 39.29300 43.46600 -1.54 -0.56 -0.49
C 56.16000 34.69500 42.63100 -0.56 0.41 0.22
C 55.48300 36.13500 42.58000 -2.76 -3.95 3.92
O 55.82500 36.78900 43.74300 1.62 1.32 1.08
O 55.74700 33.90300 41.53800 -1.85 -0.93 -0.17
H 56.06600 34.20700 43.69100 -0.25 0.88 -1.85
H 57.19700 34.66900 42.35900 1.03 1.01 0.73
H 54.35000 36.04900 42.90400 1.25 -0.83 -2.57
H 55.60200 36.65600 41.70800 0.58 1.33 -2.22
H 55.07000 36.55400 44.30600 0.64 0.91 0.46
H 54.77600 33.79300 41.57400 0.60 0.09 -0.01
C 53.48400 33.44800 45.57400 -3.84 2.23 1.94
C 53.67700 34.24300 46.90200 -0.80 2.92 0.01
O 54.82000 35.08000 46.72200 0.30 0.61 -0.76
O 52.32300 32.59500 45.86700 2.04 -1.00 -1.15
H 54.39300 32.97600 45.33800 0.78 -1.21 -0.50
H 53.13500 34.20300 44.76500 1.05 -1.18 1.07
H 53.69200 33.68200 47.91200 0.32 0.37 -1.93
H 52.82700 35.06900 47.02800 1.03 -2.31 -0.27
H 54.49000 35.82300 46.04800 0.59 -1.84 2.10
H 51.61000 33.21500 45.93100 -0.97 0.73 0.37
C 50.48700 41.05000 43.30100 -0.30 2.01 -0.71
C 49.63900 39.75700 42.84300 5.05 6.12 -1.98
O 50.52400 38.93000 42.32800 4.69 -5.60 -0.88
O 51.00600 40.90100 44.59300 -1.39 1.67 0.06
H 49.94100 41.98200 43.36000 -1.23 0.10 0.09
H 51.35200 41.52600 42.60800 -1.58 -2.27 0.64
H 48.85200 40.03100 42.21400 -0.72 0.77 -2.57
H 49.06600 39.38200 43.49600 -3.58 -2.76 6.56
H 51.27600 38.41100 42.96800 -3.27 2.66 -1.79
H 51.56700 40.18500 44.46300 2.15 -2.25 0.63
C 50.88400 34.43300 49.10300 2.49 3.62 -0.96
C 50.21000 35.25200 47.97300 2.19 0.49 0.44
O 50.43400 34.73300 46.64500 -0.03 1.09 0.06
O 50.81600 35.05500 50.38500 -1.94 -1.13 0.34
H 51.95000 34.50100 48.95300 0.41 -0.92 -0.93
H 50.54500 33.48200 49.05600 -1.07 -3.15 0.60
H 50.69800 36.26200 48.09700 -1.22 -0.76 -0.40
H 49.19200 35.18400 48.24100 -1.56 0.73 -0.14
H 50.62900 35.52400 46.03100 -0.16 -1.44 1.25
H 51.41200 35.78400 50.32200 0.50 1.14 -0.10
```
Forces are in eV/Å.


[2]
Formula: C20H62O26P6
Source: OMol25
Level of theory: ωB97M-V with the def2-TZVPD basis set

## Properties
- relative energy (zero: lowest compared OMol25 entry of this formula, charge and spin) (kcal per mole) = 1222.7
- molar mass (g mol⁻¹) = 904.53
- total charge = 0
- HOMO-LUMO gap (eV) = 7.270
- maximum force (eV Å⁻¹) = 18.124

The geometry in XYZ format:
```
114
Properties=species:S:1:pos:R:3:forces:R:3
C 8.71966 4.53849 8.62830 0.40 1.63 -2.23
O 8.33321 3.68644 7.59369 -3.45 11.00 -2.10
H 9.79007 4.66185 8.46364 -1.21 1.16 0.16
H 8.22170 5.49063 8.44510 -0.21 0.20 0.38
H 8.58076 4.28109 9.67833 -0.31 -0.28 -0.15
H 8.67123 2.79844 7.73079 0.02 1.80 -1.40
C 10.13837 1.53277 7.86031 1.09 0.44 -0.40
O 8.87090 1.95944 8.22404 9.65 1.73 5.63
H 9.91409 0.84683 7.04344 2.30 1.07 1.12
H 10.67028 2.31822 7.32342 -0.41 -0.39 2.02
H 10.73655 0.94446 8.55613 -1.11 2.08 -0.21
H 8.40926 1.13448 8.39113 0.37 6.38 2.22
C 2.75465 1.67783 9.53520 0.99 0.33 -0.71
O 3.94528 2.39877 10.04174 -0.15 -0.34 -1.37
P 5.00060 3.00085 8.93957 1.61 1.93 -0.61
O 4.51448 4.19307 8.15670 0.60 -2.49 1.42
O 6.33916 3.35988 9.82090 -2.99 0.50 -1.49
C 7.05349 2.33903 10.51182 -9.38 1.55 0.16
O 5.51439 1.72654 8.00429 -2.79 2.43 3.84
C 6.45552 1.93288 7.01792 -3.81 2.14 5.99
H 2.68511 1.80421 8.45478 0.09 0.02 -0.09
H 1.79536 2.02353 9.92035 0.51 0.23 0.61
H 2.93490 0.61981 9.72546 -0.57 0.19 0.16
H 7.88349 1.94136 9.92780 -5.58 2.29 -2.05
H 6.36564 1.51820 10.71480 0.02 1.41 0.79
H 7.39897 2.80959 11.43233 -2.27 0.20 -0.25
H 7.13753 1.09991 6.84725 -0.95 0.56 4.64
H 7.03774 2.82244 7.25837 -0.09 0.37 -0.19
H 6.00409 2.05883 6.03383 -4.19 0.96 6.13
C 7.44572 -2.80478 10.43735 -0.71 -0.72 0.42
O 7.78620 -2.06338 9.28624 0.60 2.41 -1.57
P 7.92715 -0.43197 9.40108 -0.35 -4.83 5.01
O 8.17111 0.29059 8.12952 -8.35 -14.97 5.88
O 6.55952 -0.05073 10.15603 0.86 -2.68 -1.53
C 5.34957 -0.30269 9.41589 -1.34 -1.07 -0.84
O 9.07382 -0.25423 10.53935 -4.29 -2.70 -1.41
C 10.44642 -0.22055 10.13315 -5.15 -0.18 -0.02
H 8.16503 -3.61506 10.55624 0.13 0.27 0.16
H 6.47378 -3.26052 10.24831 -0.07 -0.07 -0.04
H 7.32440 -2.20879 11.34188 0.42 0.07 -0.07
H 5.31915 0.16748 8.43297 0.40 -0.23 0.82
H 4.50660 0.12207 9.96095 0.77 -0.27 0.27
H 5.11212 -1.32451 9.11994 0.56 -0.74 1.15
H 10.57175 -0.40682 9.06652 -3.27 -0.05 3.17
H 11.00860 -0.97637 10.68159 -6.14 -0.69 0.53
H 10.93953 0.70430 10.43248 -0.91 -2.27 -0.65
C 8.73430 -5.25242 5.65982 0.20 -0.22 1.48
O 8.52790 -3.84006 5.60315 1.34 1.30 -0.68
P 9.80019 -2.81431 5.52816 -2.70 -0.06 0.17
O 10.80331 -2.92599 6.61180 -1.20 -2.13 -1.12
O 10.36331 -3.05040 4.03555 -0.30 0.55 1.31
C 11.61416 -2.48412 3.65027 1.83 -1.79 -1.46
O 9.08047 -1.35452 5.51985 0.57 -5.81 -1.17
C 8.79744 -0.70346 6.70988 -1.14 -1.83 -1.77
H 8.26495 -5.59453 6.58220 -0.41 0.01 -0.05
H 9.78002 -5.47194 5.87518 0.18 -0.17 -0.74
H 8.27965 -5.80223 4.83574 0.37 0.40 -0.23
H 11.48384 -1.71171 2.89231 0.20 -0.71 -0.07
H 12.18644 -3.28653 3.18471 -0.11 -0.21 0.01
H 12.26992 -2.07509 4.41889 -0.38 -0.64 0.32
H 7.74038 -0.65129 6.97068 -0.13 -2.45 -2.68
H 9.01609 0.36107 6.62594 -0.71 -2.47 -1.81
H 9.30803 -1.13114 7.57272 0.49 -0.55 -1.14
C 12.62549 -3.47376 8.85374 -0.01 -0.58 -0.20
O 13.37905 -2.23167 8.87931 -0.66 1.97 0.33
P 12.61634 -0.84303 9.33385 3.24 -1.62 -0.05
O 12.12083 -0.93355 10.75609 12.79 -2.06 -0.85
O 13.60243 0.39902 9.02457 -0.14 -3.39 0.04
C 13.12748 1.69176 9.29323 0.43 -1.20 0.59
O 11.44232 -0.63674 8.18994 4.89 -2.44 -3.64
C 11.72735 -0.62165 6.80920 1.69 -0.19 -2.42
H 13.29802 -4.28524 8.57570 0.42 0.44 -0.32
H 11.83576 -3.42362 8.10412 0.14 0.05 0.44
H 12.26046 -3.82943 9.81725 -0.17 0.81 0.33
H 12.84123 2.24504 8.39879 4.18 -7.78 0.34
H 13.86868 2.29080 9.82227 -0.07 -0.38 -0.11
H 12.19479 1.67148 9.85695 0.90 -0.49 -0.23
H 12.70444 -1.04550 6.57741 0.44 0.12 0.36
H 11.64707 0.31062 6.25015 0.26 0.67 1.33
H 11.10009 -1.31676 6.25112 0.55 1.41 1.41
C 10.67956 -0.21795 4.00808 -0.57 1.10 -1.54
O 9.72219 0.45309 4.77037 0.83 4.94 -0.71
P 9.79134 2.08031 5.00040 -0.73 -0.45 -1.03
O 10.95920 2.52789 5.81922 -0.84 0.72 -4.29
O 9.68908 2.63516 3.46674 0.19 -0.74 1.52
C 10.62575 3.56630 2.91630 -0.49 1.01 0.15
O 8.30626 2.35780 5.70045 2.85 -1.61 -2.44
C 7.13004 1.71077 5.26682 2.57 -1.41 -12.46
H 11.09995 0.40244 3.21657 0.21 0.47 0.02
H 10.12537 -0.96841 3.44435 -0.21 0.41 0.56
H 11.51542 -0.66004 4.55029 -0.89 1.01 0.20
H 11.38713 3.10924 2.28424 -0.03 -0.32 0.32
H 11.04790 4.18353 3.70936 0.32 -0.23 -0.05
H 10.03752 4.24214 2.29555 0.01 -0.09 -0.09
H 6.63408 0.98319 5.90927 2.15 -1.71 -4.78
H 7.11041 1.23510 4.28628 1.69 0.03 -1.23
H 6.34428 2.45044 5.11332 1.86 0.90 -2.81
C 8.89814 1.93607 10.88278 6.32 1.13 1.24
O 10.33066 1.89313 10.98621 1.55 5.29 2.35
P 11.16644 3.30620 10.85957 -1.76 0.60 0.05
O 12.57095 3.23624 11.25250 -0.23 0.23 0.94
O 10.28722 4.35791 11.71972 0.17 -0.75 -1.40
C 10.40529 4.35962 13.12511 0.43 1.05 1.14
O 10.96018 3.79796 9.32979 0.82 -1.23 3.37
C 12.03680 3.89444 8.45510 0.05 2.18 -2.18
H 8.52322 1.22864 10.14312 4.41 0.84 1.73
H 8.53165 2.91584 10.57645 4.29 0.32 0.79
H 8.44238 1.56403 11.80037 0.73 0.22 0.20
H 9.50027 4.08741 13.66820 -0.14 -0.68 -0.50
H 10.54181 5.39599 13.43401 0.20 0.16 -0.17
H 11.28479 3.82851 13.48908 -0.15 -0.30 -0.14
H 11.71163 4.06372 7.42860 -0.93 0.35 0.14
H 12.49413 2.91170 8.34033 -3.24 7.90 -0.66
H 12.70594 4.73844 8.62249 0.23 -0.25 0.72
```
Forces are in eV/Å.